A structure of composition C15H15MgN5O6 in a non-equilibrium geometry, computed with ωB97M-V/def2-TZVPD.

Geometry as XYZ:
```
42
C15H15MgN5O6 | the OMol25 dataset | ωB97M-V/def2-TZVPD
N -7.153 -5.086 9.855
C -4.945 -3.934 9.851
O -8.292 -9.009 9.172
C -8.473 -2.553 3.800
N -12.055 -9.210 5.858
C -6.022 -4.444 11.963
C -13.322 -7.144 11.450
C -7.118 -4.961 11.237
N -8.863 -4.519 5.804
O -12.481 -9.131 4.738
H -6.010 -4.495 13.042
O -12.253 -10.126 6.603
H -8.127 -1.817 3.090
H -9.461 -1.175 5.124
Mg -9.280 -6.625 7.996
H -7.996 -5.337 11.741
C -12.291 -7.234 10.516
H -11.746 -3.897 10.216
H -4.151 -3.516 11.823
C -13.067 -4.753 11.516
H -4.177 -3.504 9.225
N -11.588 -6.131 9.990
C -8.165 -4.768 4.605
C -12.078 -4.880 10.517
C -7.974 -3.795 3.620
C -4.979 -3.918 11.257
H -14.188 -5.814 12.907
H -12.098 -8.252 10.213
O -7.426 -8.515 7.488
C -9.161 -2.194 4.929
H -9.903 -2.971 6.793
H -7.550 -4.121 2.682
H -13.844 -8.022 11.802
C -9.405 -3.196 5.861
H -5.895 -4.697 8.217
H -7.830 -5.776 4.412
O -11.299 -8.347 6.278
O -7.200 -10.558 8.187
C -5.967 -4.615 9.292
H -13.373 -3.807 11.937
N -7.584 -9.410 8.293
C -13.612 -5.874 11.996
```

Energy (Ha): -1505.5104
LUMO level (eV): -2.421
ΔE to the lowest compared entry with this formula, charge and spin (kJ/mol): 828.7
Highest occupied orbital energy (eV): -6.97
Spin multiplicity: 1

Atomic partial charges in e from the natural (NBO) method, atoms 1 to 8: -0.4972 -0.2636 -0.5878 -0.1395 0.7352 -0.2745 -0.2434 0.0618

=====

A structure of composition C15H16AuCl5NOSSi, computed with ωB97M-V/def2-TZVPD.

Geometry as XYZ:
```
41
C15H16AuCl5NOSSi | the OMol25 dataset | ωB97M-V/def2-TZVPD
Cl -0.942 1.376 4.211
H 1.062 5.302 -1.679
H -1.311 -2.393 1.038
S 3.427 0.262 -1.320
H -4.512 -0.616 0.605
H 0.171 -2.586 -2.242
H -2.941 -3.059 0.759
H -3.073 -2.331 -2.824
C 1.061 -0.311 1.146
Cl 3.043 -2.187 1.005
C 1.844 -1.309 3.233
C 1.577 4.352 -1.625
C 3.587 3.049 -1.440
H -3.971 -0.799 -2.708
H -4.501 -2.214 -1.758
C 0.147 0.387 3.299
Cl 0.883 -0.672 5.685
N 1.462 1.966 -1.601
H 4.661 2.960 -1.342
H -3.790 0.897 -0.001
Cl 2.885 -2.410 4.069
C 0.216 0.499 1.908
H -1.611 -3.436 -0.368
H 1.953 -2.710 -1.890
C -3.620 -1.671 -2.135
O -1.216 -0.337 -1.327
C 2.803 1.878 -1.479
C 0.873 3.168 -1.663
C 2.966 4.277 -1.511
C -2.049 -2.649 0.261
H -0.209 3.154 -1.771
C 0.963 -2.462 -1.492
C 1.885 -1.198 1.840
C 0.959 -0.526 3.963
Cl -0.793 1.698 1.169
H 0.741 -3.037 -0.593
C -3.561 -0.093 0.419
H 3.557 5.187 -1.467
Au 0.929 -0.354 -1.027
H -3.065 0.064 1.388
Si -2.487 -1.116 -0.738
```

Energy (Ha): -3835.5671
Expectation value of S²: 2.0126
LUMO level (alpha / beta) (eV): 2.560 / 1.648
Charge: -1
ΔE to the lowest compared entry with this formula, charge and spin (kJ/mol): 0.0
Highest occupied orbital energy (alpha / beta) (eV): -3.83 / -4.98
Spin multiplicity: 3

Atomic partial charges in e from the natural (NBO) method, atoms 1 to 8: 0.0293 0.2105 0.2271 -0.2574 0.2143 0.1965 0.2185 0.2244

=====

A cluster of 2 separate species, C15H16BNO in total in a non-equilibrium geometry, computed with ωB97M-V/def2-TZVPD.

Geometry as XYZ:
```
34
C15H16BNO | the OMol25 dataset | ωB97M-V/def2-TZVPD
C 5.773 -3.046 4.180
H 6.365 -3.157 0.755
H 5.048 -3.825 4.380
C 1.653 -8.498 1.420
C 6.264 -2.832 2.854
C 4.876 -5.129 0.115
H 5.837 -2.480 6.252
C 3.262 -6.793 0.816
H 3.404 -0.199 0.689
O 2.429 -7.790 0.425
H 8.460 -0.276 3.610
C 4.280 -5.331 2.462
H 2.300 -8.978 2.172
N 0.969 -2.243 -0.254
H 1.115 -9.255 0.847
C 7.271 -1.822 2.703
C 1.880 -1.853 0.370
C 7.182 -1.268 5.056
H 7.504 -0.651 5.895
C 3.398 -6.351 2.158
C 4.030 -6.162 -0.203
H 2.600 -0.971 2.336
B 3.057 -1.236 1.234
C 5.009 -4.628 1.456
C 5.860 -3.510 1.664
H 2.807 -6.822 2.954
C 6.232 -2.282 5.252
H 4.007 -2.054 1.316
H 0.942 -7.824 1.922
H 3.918 -6.520 -1.226
H 7.712 -1.696 1.711
H 4.447 -5.105 3.509
H 5.502 -4.688 -0.659
C 7.707 -1.053 3.770
```

Energy (Ha): -735.8976
LUMO level (eV): -2.791
ΔE to the lowest compared entry with this formula, charge and spin (kJ/mol): 105.3
Highest occupied orbital energy (eV): -8.11
Spin multiplicity: 1

Atomic partial charges in e from the natural (NBO) method, atoms 1 to 8: -0.0524 0.2244 0.1973 -0.2637 -0.1802 -0.0546 0.2285 0.4257

=====

A structure of composition C15H16Br2MoN3O4S6 in a non-equilibrium geometry, computed with ωB97M-V/def2-TZVPD.

Geometry as XYZ:
```
47
C15H16Br2MoN3O4S6 | the OMol25 dataset | ωB97M-V/def2-TZVPD
N 2.275 0.561 -0.449
H -2.693 3.204 2.478
H -1.217 -3.538 -1.813
H -3.893 -4.148 -1.630
C 4.992 0.500 -0.694
C -1.859 -2.146 -0.596
C -2.497 2.686 -0.471
Br 0.608 -0.833 2.462
H -1.010 3.466 1.899
H -2.451 -0.766 0.660
C 4.240 -0.411 -1.397
N -1.975 -3.331 -1.185
H 4.687 -1.168 -2.027
H 2.824 -1.866 2.015
O 2.819 3.411 1.517
Mo 0.195 0.784 0.039
C 1.889 -2.290 2.340
H -3.283 -4.500 0.004
O 1.034 2.050 1.255
C 3.054 1.460 0.185
S -4.048 3.487 -0.447
S -4.982 5.310 -2.590
S -2.329 3.991 -2.718
H 1.952 -2.683 3.341
H 4.988 2.250 0.598
C -1.749 2.736 2.208
H -1.367 2.150 3.041
C 2.310 2.434 1.064
H -4.618 -2.469 -0.298
N -2.747 -1.627 0.233
C 6.596 0.315 -0.684
H -4.118 -2.791 1.378
S -2.046 1.590 0.831
C 2.868 -0.341 -1.253
H -4.658 -1.182 0.890
H 2.225 -1.025 -1.786
Br 1.400 -3.722 1.165
C -3.009 -4.367 -1.037
S -0.396 -1.277 -1.012
C -3.849 4.358 -1.943
O 6.988 1.230 -1.424
C 4.425 1.482 0.081
O 6.925 -0.689 -0.104
S -0.111 2.181 -1.784
C -1.700 2.903 -1.516
H -2.582 -5.300 -1.392
C -4.111 -2.064 0.568
```

Energy (Ha): -8651.5603
Expectation value of S²: 2.0149
LUMO level (alpha / beta) (eV): -3.930 / -5.930
Charge: +1
ΔE to the lowest compared entry with this formula, charge and spin (kJ/mol): 0.0
Highest occupied orbital energy (alpha / beta) (eV): -10.44 / -10.45
Spin multiplicity: 3

Atomic partial charges in e from the natural (NBO) method, atoms 1 to 8: -0.4424 0.2432 0.4266 0.2161 0.0586 0.4144 -0.4660 0.1529

=====

What did the third record say?
A cluster of 2 separate species, C15H16BNO in total in a non-equilibrium geometry, computed with ωB97M-V/def2-TZVPD.

Geometry as XYZ:
```
34
C15H16BNO | the OMol25 dataset | ωB97M-V/def2-TZVPD
C 5.773 -3.046 4.180
H 6.365 -3.157 0.755
H 5.048 -3.825 4.380
C 1.653 -8.498 1.420
C 6.264 -2.832 2.854
C 4.876 -5.129 0.115
H 5.837 -2.480 6.252
C 3.262 -6.793 0.816
H 3.404 -0.199 0.689
O 2.429 -7.790 0.425
H 8.460 -0.276 3.610
C 4.280 -5.331 2.462
H 2.300 -8.978 2.172
N 0.969 -2.243 -0.254
H 1.115 -9.255 0.847
C 7.271 -1.822 2.703
C 1.880 -1.853 0.370
C 7.182 -1.268 5.056
H 7.504 -0.651 5.895
C 3.398 -6.351 2.158
C 4.030 -6.162 -0.203
H 2.600 -0.971 2.336
B 3.057 -1.236 1.234
C 5.009 -4.628 1.456
C 5.860 -3.510 1.664
H 2.807 -6.822 2.954
C 6.232 -2.282 5.252
H 4.007 -2.054 1.316
H 0.942 -7.824 1.922
H 3.918 -6.520 -1.226
H 7.712 -1.696 1.711
H 4.447 -5.105 3.509
H 5.502 -4.688 -0.659
C 7.707 -1.053 3.770
```

Energy (Ha): -735.8976
LUMO level (eV): -2.791
ΔE to the lowest compared entry with this formula, charge and spin (kJ/mol): 105.3
Highest occupied orbital energy (eV): -8.11
Spin multiplicity: 1

Atomic partial charges in e from the natural (NBO) method, atoms 1 to 8: -0.0524 0.2244 0.1973 -0.2637 -0.1802 -0.0546 0.2285 0.4257

=====

> Which value of energy does entry 2 give?

-3835.5671 Ha